No. 1
Entry from OMol25: a 15-piece molecular cluster, C24H17Cl57IN2O2S2 overall at a distorted geometry (ωB97M-V/def2-TZVPD).

Its energy above the lowest of the compared OMol25 structures with the same formula, charge and spin is 0.0 kJ/mol. As for the HOMO-LUMO gap: 0.238 Ha. As for the total charge: -1.

Element x y z (Å)
C  3.6089  -2.8195  1.6958
C  3.8196  -1.3074  1.7295
N  3.0192  -0.6166  0.7251
C  3.6706  0.6069  0.2303
C  3.9981  1.6778  1.2810
C  1.6789  -0.4127  1.1289
S  1.2692  0.2567  2.5564
S  0.4000  -0.9116  -0.0549
C  -0.7023  -2.0465  0.8552
C  -2.0615  -2.2178  0.1616
C  -2.9386  -0.9832  -0.0060
C  -3.5042  -0.4371  1.2796
Cl  -2.2555  0.4330  2.2440
N  -4.0080  -1.4902  2.1563
I  -5.4044  -2.6693  1.1964
C  -4.5741  0.6683  0.9913
O  -5.4928  0.7953  1.8394
O  -4.3746  1.3292  -0.0436
H  4.1130  -3.2365  2.5652
H  4.1230  -3.2013  0.8191
H  2.5582  -3.0927  1.6769
H  4.8632  -1.1361  1.4626
H  3.7020  -0.9206  2.7433
H  3.1043  1.0754  -0.5635
H  4.6191  0.2801  -0.1948
H  4.7832  2.3110  0.8687
H  3.1241  2.2873  1.4907
H  4.3881  1.2658  2.2074
H  -0.2101  -3.0187  0.8324
H  -0.7798  -1.7744  1.9025
H  -2.5867  -3.0235  0.6696
H  -1.8357  -2.5927  -0.8405
H  -3.7791  -1.1916  -0.6598
H  -2.3603  -0.2057  -0.4968
H  -4.5581  -0.9955  2.8629
C  -5.9364  5.0122  -0.6279
Cl  -6.8412  6.3691  0.0879
Cl  -6.3587  3.5068  0.1616
Cl  -6.3361  4.9087  -2.3539
Cl  -4.2032  5.3154  -0.4445
C  -4.8428  -4.7757  5.4564
Cl  -5.0296  -6.1362  4.3398
Cl  -6.2673  -4.6867  6.5034
Cl  -3.3991  -5.0322  6.4527
Cl  -4.6753  -3.2900  4.5320
C  -7.2958  -8.7406  2.1540
Cl  -8.2349  -7.5482  3.0508
Cl  -7.7770  -10.3685  2.6516
Cl  -7.5892  -8.5440  0.4236
Cl  -5.5761  -8.5109  2.4874
C  7.4445  3.0409  -2.0993
Cl  7.1958  3.1415  -3.8463
Cl  9.1079  3.4945  -1.7179
Cl  6.3250  4.1298  -1.2796
Cl  7.1453  1.3834  -1.5630
C  12.0313  0.4726  -2.4196
Cl  10.3061  0.5400  -2.0719
Cl  12.2957  -0.5409  -3.8405
Cl  12.6231  2.1093  -2.7422
Cl  12.8981  -0.2012  -1.0352
C  -9.8330  3.8059  -4.6165
Cl  -11.5814  3.8791  -4.3481
Cl  -9.5058  2.8749  -6.0852
Cl  -9.2029  5.4465  -4.8130
Cl  -9.0517  3.0374  -3.2439
C  3.1904  -1.4106  -3.3473
Cl  2.3077  -0.0561  -2.6554
Cl  2.7791  -2.8978  -2.4737
Cl  2.7533  -1.5871  -5.0482
Cl  4.9245  -1.0941  -3.2256
C  -0.3885  -2.1582  -7.6820
Cl  1.3029  -2.3390  -8.1621
Cl  -0.7439  -3.2660  -6.3551
Cl  -0.6673  -0.5007  -7.1483
Cl  -1.4324  -2.5298  -9.0588
C  -0.2164  3.8743  4.4971
Cl  -0.4186  4.0996  2.7605
Cl  0.8923  2.5187  4.7776
Cl  0.4652  5.3498  5.2075
Cl  -1.7790  3.5487  5.2434
C  -4.4037  2.1140  7.7473
Cl  -4.6327  2.2363  6.0038
Cl  -3.3000  0.7914  8.1313
Cl  -3.7210  3.6276  8.3625
Cl  -5.9645  1.8215  8.5307
C  -6.3781  5.9348  5.5889
Cl  -4.7124  5.4491  5.2859
Cl  -7.0068  5.0347  6.9782
Cl  -6.4346  7.6713  5.9468
Cl  -7.3667  5.5923  4.1775
C  -3.6724  1.7922  -3.9049
Cl  -4.9624  2.7163  -4.6921
Cl  -2.6515  2.8891  -2.9752
Cl  -4.3740  0.6008  -2.8386
Cl  -2.6978  0.9771  -5.1504
C  7.0966  -4.7531  -1.0875
Cl  7.4538  -4.4742  0.6224
Cl  6.9456  -6.4899  -1.3800
Cl  5.5909  -3.9448  -1.5135
Cl  8.4140  -4.1029  -2.0741
C  11.2940  1.4318  -7.1136
Cl  11.0009  -0.1431  -7.8595
Cl  10.0464  1.7532  -5.9039
Cl  12.8742  1.4240  -6.3287
Cl  11.2513  2.6894  -8.3543

---

No. 2
Entry from OMol25: C28H49F18Li2N7P3 as an isolated structure at a distorted geometry (ωB97M-V/def2-TZVPD).

As for the HOMO-LUMO gap: 0.375 Ha. As for the total charge: -1.

Element x y z (Å)
Li  -18.0185  11.0553  -2.7508
Li  -19.4769  7.4966  -4.9269
P  -20.7735  11.4151  -1.4768
F  -21.8553  12.4723  -2.0824
F  -21.0779  11.8825  0.0848
F  -21.9038  10.2234  -1.3156
F  -19.7262  10.3816  -0.8698
F  -20.2880  10.9052  -2.9448
F  -19.6274  12.4528  -1.6902
P  -18.4332  9.9491  -6.0501
F  -18.0033  8.3182  -6.0884
F  -19.8726  9.4196  -5.4749
F  -17.8912  10.0172  -4.5632
F  -19.0360  11.4324  -5.9289
F  -17.0179  10.5505  -6.3814
F  -18.7562  9.8926  -7.6698
P  -15.7490  9.3871  -1.0905
F  -14.7893  8.1226  -1.4817
F  -15.8817  9.0288  0.5524
F  -14.4639  10.3372  -0.7771
F  -16.7117  10.6918  -0.8563
F  -15.8550  9.7978  -2.6842
F  -17.0616  8.4552  -1.3680
C  -13.6495  13.6007  -4.2206
C  -14.3835  14.9227  -4.1587
C  -15.4560  15.0324  -3.0234
C  -16.3566  13.8249  -3.1156
N  -16.9059  12.8261  -3.2383
H  -12.6691  13.7294  -4.6792
H  -14.2112  12.7821  -4.6705
H  -13.5953  13.3039  -3.1732
H  -14.8173  15.1833  -5.1241
H  -13.6151  15.6844  -4.0264
H  -16.1202  15.8964  -3.0034
H  -14.8412  15.0683  -2.1239
C  -18.0343  9.4330  4.6574
C  -18.1592  9.6664  3.1384
C  -18.8302  10.9110  2.5748
C  -20.1656  11.1143  3.1016
N  -21.1899  11.2677  3.5132
H  -17.7557  8.3906  4.8118
H  -18.9081  9.6828  5.2594
H  -17.2030  10.0318  5.0296
H  -18.6217  8.7420  2.7924
H  -17.1371  9.5821  2.7689
H  -18.8311  10.8688  1.4856
H  -18.1144  11.7279  2.6665
C  -14.5101  12.0537  2.2231
C  -14.7395  13.1042  1.1321
C  -16.2240  13.6042  0.9340
C  -16.9618  14.1646  2.0035
N  -17.6915  14.5410  2.8329
H  -15.0217  11.1083  2.0431
H  -14.7372  12.3338  3.2517
H  -13.4547  11.8237  2.3688
H  -14.3889  12.7622  0.1583
H  -14.0489  13.9084  1.3858
H  -16.8978  12.8903  0.4603
H  -16.2452  14.3965  0.1856
C  -14.9390  6.0922  -6.4426
C  -14.8584  4.9601  -5.2866
C  -15.5254  5.1279  -3.9425
C  -16.7992  5.7811  -4.0604
N  -17.8344  6.2961  -4.1434
H  -14.3118  5.8041  -7.2863
H  -14.6992  7.0679  -6.0201
H  -15.9421  6.1073  -6.8687
H  -13.8545  4.6386  -5.0094
H  -15.2220  4.0018  -5.6576
H  -14.9874  5.8099  -3.2841
H  -15.6818  4.2684  -3.2906
C  -23.0502  13.0430  -5.2778
C  -22.0847  14.1511  -4.9603
C  -20.6351  13.5847  -4.9614
C  -19.5634  14.6324  -4.8175
N  -18.6704  15.3606  -4.6884
H  -22.5019  12.3004  -5.8575
H  -23.9872  13.2565  -5.7922
H  -23.3291  12.4809  -4.3866
H  -22.3629  14.5651  -3.9911
H  -22.0371  14.9630  -5.6861
H  -20.5597  13.3854  -6.0304
H  -20.4354  12.6485  -4.4401
C  -18.8514  18.1912  -0.6349
C  -18.9694  16.8293  -1.4274
C  -20.0946  15.9622  -0.8871
C  -20.3057  15.6643  0.5110
N  -20.5080  15.4722  1.6410
H  -17.9968  18.7660  -0.9920
H  -18.8940  18.1318  0.4526
H  -19.7016  18.8113  -0.9193
H  -18.0515  16.2451  -1.3616
H  -19.0635  16.9746  -2.5036
H  -20.2602  15.0398  -1.4437
H  -21.0303  16.4346  -1.1862
C  -20.8560  6.1017  1.7037
C  -20.8651  6.0221  0.1309
C  -20.8126  7.4371  -0.4578
C  -20.5557  7.5738  -1.9311
N  -20.4073  7.6442  -3.0537
H  -20.9672  5.1291  2.1830
H  -21.6190  6.8344  1.9664
H  -19.9590  6.5105  2.1689
H  -21.8200  5.5450  -0.0899
H  -20.0536  5.4038  -0.2528
H  -20.0875  8.0535  0.0736
H  -21.7607  7.9741  -0.4894

---

No. 3
Entry from OMol25: C24H23ClOPRe as an isolated structure at a distorted geometry (ωB97M-V/def2-TZVPD).

As for the multiplicity: 4. As for the HOMO-LUMO gap (alpha / beta): 0.236 / 0.250 Ha. As for the total charge: +1.

Element x y z (Å)
C  0.8232  -0.6775  1.5305
C  1.7091  0.3002  0.9910
C  1.0984  1.6069  1.0902
H  2.6891  0.0760  0.5940
C  -0.1626  1.4749  1.7373
C  -0.1827  0.1016  2.3539
H  0.3340  0.1998  3.3254
H  1.0378  -1.7222  1.6840
H  1.5285  2.5339  0.7246
H  -0.8012  2.2811  2.0633
Re  -0.2055  0.2858  0.1022
Cl  -2.3367  -0.0860  -0.8155
P  0.7113  0.6601  -2.1246
C  0.8979  2.4713  -2.2776
C  2.0220  3.0579  -2.8717
H  2.8393  2.4377  -3.2375
C  2.0912  4.4476  -2.9986
H  2.9676  4.8940  -3.4685
C  1.0493  5.2517  -2.5292
H  1.1061  6.3367  -2.6327
C  -0.0677  4.6647  -1.9268
H  -0.8805  5.2842  -1.5469
C  -0.1520  3.2772  -1.8114
H  -1.0307  2.8202  -1.3462
C  2.3533  -0.0295  -2.5312
C  3.4913  0.4045  -1.8263
H  3.4245  1.2398  -1.1244
C  4.7241  -0.2202  -2.0224
H  5.5819  0.0871  -1.4219
C  4.8542  -1.2309  -2.9814
H  5.8220  -1.7081  -3.1465
C  3.7382  -1.6309  -3.7236
H  3.8333  -2.4008  -4.4906
C  2.4881  -1.0593  -3.4765
H  1.6136  -1.4048  -4.0283
C  -0.2819  0.2333  -3.5875
C  -0.2360  1.0304  -4.7357
H  0.3847  1.9264  -4.7531
C  -0.9846  0.6758  -5.8619
H  -0.9229  1.2945  -6.7573
C  -1.8068  -0.4543  -5.8326
H  -2.3984  -0.7236  -6.7093
C  -1.8696  -1.2389  -4.6764
H  -2.5265  -2.1087  -4.6328
C  -1.0853  -0.9176  -3.5719
H  -1.1248  -1.5470  -2.6842
C  -1.7306  -1.7420  2.9448
O  -1.5323  -0.3731  2.5853
H  -2.6911  -1.7460  3.4725
H  -0.9341  -2.1070  3.6080
H  -1.7895  -2.3921  2.0523

---

No. 4
Entry from OMol25: C5H28NO9S as an isolated structure at a distorted geometry (ωB97M-V/def2-TZVPD).

Its energy above the lowest of the compared OMol25 structures with the same formula, charge and spin is 522.0 kJ/mol. As for the HOMO-LUMO gap: 0.338 Ha. As for the total charge: -1.

Element x y z (Å)
C  -2.1229  -0.8812  0.7668
N  -1.8390  0.5279  0.6167
C  -1.6870  1.1621  -0.7403
C  -0.9903  0.5170  -1.9464
C  -1.4136  -0.8656  -2.2654
S  -1.0272  -1.6515  -3.9742
C  -1.1438  2.5947  -0.5274
O  0.1435  2.7804  -0.0225
H  -3.1810  -0.8810  0.4540
H  -2.3171  -1.0261  1.8030
H  -1.6438  -1.7742  0.3407
H  0.3260  2.1331  0.7413
H  -2.7245  1.3569  -1.0658
H  -1.3190  1.1206  -2.8739
H  0.1291  0.5164  -2.0123
H  -2.5275  -0.9576  -2.0680
H  -0.9357  -1.5496  -1.7215
H  0.1043  -0.8280  -4.1177
H  -1.8502  3.0842  0.1987
H  -0.9929  3.1643  -1.3754
H  -0.9981  0.7360  1.2117
H  0.7678  -1.2628  0.3865
O  1.4626  -0.6240  0.5974
H  1.6177  -2.2240  1.0250
H  2.7302  -3.3660  0.8626
O  1.7974  -3.1823  1.1872
H  4.6146  -0.7488  1.2008
H  3.0164  -0.7888  1.3600
O  3.8941  -1.2678  1.3853
H  2.9519  3.6048  -0.0386
H  2.0490  2.8081  -1.0326
O  2.9807  2.9662  -0.9315
H  3.2048  0.3775  3.0495
H  2.6588  1.6265  3.4195
O  3.2942  1.1267  3.5713
H  -2.9898  1.4345  3.1978
H  -3.8502  1.2868  1.9476
O  -3.7210  1.6158  2.7346
H  0.8522  0.8668  2.9024
H  1.0769  0.2018  1.4132
O  0.7258  1.0988  2.0861
H  -1.1061  -2.9725  -0.1572
H  -0.2704  -3.9495  -0.8762
O  -1.3196  -3.8166  -0.6863